1.
Formula: C25H46BrClFN3O5
Source: the OMol25 dataset
Level of theory: ωB97M-V/def2-TZVPD

## Properties
Kohn-Sham gap = 7.76 eV
Lowest unoccupied orbital energy = -0.381 eV
HOMO = -8.14 eV
E = -4654.531795 a.u.
Maximum force = 5.9 eV/Å

The geometry in XYZ format:
```
82
C25H46BrClFN3O5, DFT ωB97M-V/def2-TZVPD
C 6.107 0.466 3.899
C 4.863 -0.503 3.522
O 3.891 -0.582 4.318
N 4.983 -1.233 2.237
C 4.859 -2.706 2.394
C 3.540 -3.504 2.808
O 5.913 -3.382 2.188
C 4.101 -0.680 1.174
O 3.331 -1.578 0.337
C 2.742 -0.707 -0.663
O 1.560 -0.599 -1.019
C 4.066 0.131 -1.139
F 4.340 -0.486 -2.411
C 3.505 1.624 -1.450
C 4.684 2.721 -1.371
O 5.837 2.525 -1.847
Br 4.437 4.519 -0.503
C 5.113 -0.007 0.060
C 6.379 -0.981 -0.089
C 7.249 -0.727 -1.445
C 7.158 -2.101 -2.296
Cl 8.113 -3.470 -1.474
H 6.215 0.629 5.021
H 5.880 1.477 3.394
H 7.087 0.097 3.407
H 3.886 -4.537 3.184
H 2.972 -3.723 1.821
H 2.863 -2.952 3.540
H 3.412 0.191 1.488
H 2.669 1.932 -0.729
H 3.062 1.622 -2.516
H 5.452 0.953 0.611
H 5.972 -2.063 -0.108
H 7.136 -0.880 0.778
H 6.798 0.161 -2.002
H 8.352 -0.575 -1.150
H 6.051 -2.431 -2.233
H 7.511 -1.959 -3.370
C -2.934 2.104 0.201
C -1.848 1.206 0.781
N -1.508 1.511 2.167
C -0.286 0.848 2.622
C -0.296 -0.677 2.695
C -2.613 1.504 3.120
C -3.426 0.218 3.255
H -2.665 3.160 0.296
H -3.066 1.887 -0.863
H -3.900 1.945 0.687
H -0.957 1.343 0.159
H -2.155 0.158 0.659
H -0.003 1.246 3.603
H 0.530 1.148 1.953
H -0.870 -1.037 3.550
H 0.727 -1.046 2.824
H -0.693 -1.137 1.787
H -3.300 2.313 2.850
H -2.240 1.791 4.109
H -3.678 -0.224 2.289
H -4.369 0.434 3.767
H -2.905 -0.529 3.855
C -6.918 1.402 -5.155
C -6.146 0.963 -3.916
N -6.937 0.988 -2.691
C -6.129 0.847 -1.481
C -5.388 -0.474 -1.277
C -8.178 0.223 -2.706
C -8.088 -1.272 -3.008
H -7.359 2.392 -5.015
H -6.243 1.455 -6.014
H -7.714 0.698 -5.412
H -5.303 1.652 -3.807
H -5.716 -0.031 -4.102
H -6.756 1.038 -0.602
H -5.386 1.652 -1.473
H -6.067 -1.275 -0.979
H -4.657 -0.364 -0.470
H -4.842 -0.790 -2.168
H -8.850 0.677 -3.442
H -8.700 0.358 -1.752
H -7.426 -1.492 -3.850
H -9.080 -1.654 -3.269
H -7.749 -1.840 -2.142
```


2.
Formula: C24H20F3NO2S
Source: the OMol25 dataset
Level of theory: ωB97M-V/def2-TZVPD

## Properties
Kohn-Sham gap = 3.55 eV
Lowest unoccupied orbital energy = -2.223 eV
HOMO = -5.77 eV
E = -1829.446208 a.u.
Maximum force = 2.4 eV/Å

The geometry in XYZ format:
```
51
C24H20F3NO2S, DFT ωB97M-V/def2-TZVPD
C 4.786 -0.312 1.358
N 3.394 -0.694 1.308
C 2.362 0.178 1.206
C 1.129 -0.523 1.264
C -0.130 0.039 1.105
C -1.350 -0.732 1.187
C -1.533 -1.861 0.353
C -2.651 -2.675 0.485
C -3.607 -2.401 1.472
C -3.456 -1.273 2.291
C -2.375 -0.415 2.115
C 1.500 -1.942 1.524
C 0.843 -3.105 1.904
C 1.575 -4.286 2.145
C 2.975 -4.310 2.060
C 3.664 -3.134 1.728
C 2.911 -1.995 1.473
H 5.403 -1.209 1.428
H 5.061 0.253 0.461
H 4.972 0.320 2.233
H 2.535 1.240 1.088
H -0.190 1.117 0.975
H -0.754 -2.077 -0.378
H -2.766 -3.521 -0.192
H -4.493 -3.029 1.549
H -4.200 -1.053 3.056
H -2.253 0.484 2.723
H -0.240 -3.103 2.007
H 1.046 -5.208 2.397
H 3.540 -5.215 2.274
H 4.747 -3.063 1.688
F 3.426 3.150 -1.833
C 2.196 3.410 -1.328
F 2.219 3.205 0.014
F 1.889 4.697 -1.549
S 1.050 2.219 -2.190
C -0.492 2.372 -1.427
C -1.706 2.479 -2.143
C -2.854 3.085 -1.532
C -4.092 3.105 -2.173
C -4.245 2.528 -3.447
C -3.110 2.032 -4.105
C -1.870 2.027 -3.484
O 1.013 2.749 -3.535
O 1.644 0.928 -1.886
H -0.432 2.583 -0.359
H -2.688 3.556 -0.558
H -4.951 3.575 -1.683
H -5.235 2.465 -3.911
H -3.203 1.649 -5.119
H -1.006 1.686 -4.040
```


- Which of these has the lowest Kohn-Sham gap?
  C24H20F3NO2S